# 1
Computed, not measured: 2 unconnected molecules or ions with the total composition C23H15Cl2N5O4, with ωB97M-V with the def2-TZVPD basis set.

Geometry as XYZ:
```
49
Properties=species:S:1:pos:R:3:forces:R:3
N -2.2198 -2.7267 8.5351 1.40 1.61 -0.62
C -1.5411 -1.8742 8.1144 -1.50 -1.60 0.05
C -0.7471 -0.8377 7.5048 0.38 1.77 2.35
C -1.0186 0.5138 7.7960 0.30 -1.02 -0.44
C -2.3585 0.9376 7.9225 -2.72 1.07 0.58
N -3.4705 1.3059 8.0124 2.47 -0.94 -0.32
C 0.0081 1.5761 7.7808 -0.62 0.72 -0.58
O -0.2898 2.7595 7.6857 0.51 -1.27 0.34
C 1.4131 1.0908 7.8684 0.53 -1.31 -0.10
Cl 2.5857 2.2435 8.2721 0.06 0.16 -0.09
C 1.7374 -0.2176 7.6248 -0.44 1.23 0.28
Cl 3.3496 -0.7820 7.6326 -0.25 0.03 -0.03
C 0.6854 -1.2161 7.2934 0.70 -1.71 -1.70
O 0.9660 -2.3014 6.7754 -0.37 1.87 1.24
C -2.8157 1.1213 4.2345 -0.20 -0.30 -0.06
N -1.9297 -0.0219 4.1176 -0.06 0.02 0.83
C -2.0543 -1.1721 4.9975 0.86 0.08 -0.85
H -1.5990 -0.8856 6.0684 -1.01 -0.72 -1.33
C -3.4906 -1.7257 5.0419 -0.98 -0.21 0.63
C -4.0826 -2.2589 3.8729 0.24 0.18 0.15
C -5.3771 -2.7761 3.8707 0.05 0.13 0.59
C -6.1314 -2.7830 5.0640 2.49 0.92 -0.28
N -7.4220 -3.3965 5.0317 -2.67 -1.25 -0.36
O -8.0842 -3.4468 6.0830 1.18 0.14 -1.73
O -7.8176 -3.8612 3.9309 0.76 0.96 2.36
C -5.5719 -2.2272 6.2348 -0.58 -0.50 -0.80
C -4.2697 -1.7098 6.2117 -0.07 0.05 -0.15
N -1.1234 -2.1099 4.3977 -0.20 0.25 0.33
C -1.0126 -3.4607 4.8996 -0.35 0.02 0.12
C -0.6720 -1.6476 3.1847 -0.23 0.18 -0.54
C -1.1899 -0.3397 3.0002 0.31 -0.65 -0.59
C -0.9949 0.3422 1.7996 0.09 -0.01 0.25
C -0.3287 -0.3296 0.7646 0.50 -0.84 0.20
C 0.1964 -1.6383 0.9535 -0.35 0.88 0.45
C 0.0600 -2.2985 2.1912 -0.07 0.62 -0.19
H -2.4323 1.9398 3.6181 -0.10 -0.17 0.20
H -3.8256 0.8400 3.8985 0.13 0.25 0.02
H -2.8805 1.4467 5.2799 0.03 0.00 -0.26
H -3.5251 -2.2699 2.9322 -0.08 0.01 0.32
H -5.8053 -3.1841 2.9603 0.08 0.07 0.22
H -6.1869 -2.2333 7.1300 0.28 0.08 -0.04
H -3.8786 -1.2862 7.1387 -0.15 -0.15 -0.41
H -0.2292 -3.9821 4.3465 -0.17 0.02 0.16
H -0.7429 -3.4334 5.9629 -0.08 -0.18 -0.40
H -1.9798 -3.9739 4.7860 0.30 -0.11 -0.03
H -1.3393 1.3749 1.7005 0.03 -0.43 -0.18
H -0.1714 0.1522 -0.2037 -0.13 -0.09 0.40
H 0.7309 -2.1110 0.1325 -0.10 0.05 0.23
H 0.5175 -3.2631 2.3949 -0.19 0.10 -0.25
```
Positions in Å, forces in eV/Å.

***

# 2
Computed, not measured: a molecular structure, C14H18BF9GeN4O3PdS2SeTe, with ωB97M-V with the def2-TZVPD basis set.

Geometry as XYZ:
```
55
Properties=species:S:1:pos:R:3:forces:R:3
Pd -0.7513 -0.1018 1.3788 0.00 -0.37 0.39
O 0.7656 -1.0789 5.2290 -0.14 -0.07 0.01
S 0.1606 -0.1471 4.3444 0.05 0.32 -0.06
O -1.0118 -0.5333 3.5723 0.38 -0.09 -0.38
N 1.2854 0.4010 3.2266 0.13 -0.04 -0.01
C 1.4502 1.6617 3.3478 -0.24 0.03 0.16
S 2.5094 2.5327 2.2572 0.05 0.08 -0.23
C 0.6933 2.3567 4.4096 -0.04 -0.05 0.03
C 0.6408 3.6988 4.7302 -0.01 -0.01 -0.02
C -0.2051 4.0846 5.7639 -0.01 0.00 0.02
C -0.9774 3.1529 6.4456 0.01 0.03 -0.01
C -0.9402 1.8007 6.1116 -0.02 -0.02 -0.05
C -0.0978 1.4369 5.0888 0.04 0.02 -0.02
H 1.2147 4.4327 4.1798 0.00 -0.01 -0.01
H -0.2747 5.1300 6.0307 0.00 0.00 0.00
H -1.6328 3.4842 7.2394 0.00 0.00 0.00
H -1.5590 1.0761 6.6226 0.00 0.00 0.00
F -1.6459 -0.4486 -3.0457 0.17 0.11 0.05
Te -2.2843 0.1676 -1.4131 0.20 -0.58 -0.11
F -3.1894 0.3296 0.2218 0.03 0.55 -0.22
F -2.4516 -1.6555 -1.0650 -0.04 0.01 0.04
F -3.9868 0.2388 -2.1154 0.02 -0.15 -0.14
F -2.0636 1.8426 -2.1827 -0.24 0.19 0.44
O -0.6546 0.3697 -0.5540 -0.19 -0.06 0.00
N 0.2218 -1.7802 1.0097 -0.36 0.14 0.09
C -0.2193 -2.8692 0.8034 -0.01 -0.04 -0.07
N -0.4363 -4.0635 0.5791 0.22 -0.01 -0.08
C -1.4617 -4.8681 0.4606 -0.13 0.00 0.06
N -2.3130 -5.6419 0.3552 0.02 0.02 -0.01
F -1.3568 1.7763 2.0517 -0.17 0.08 -0.08
B -1.5451 3.1228 1.3932 0.24 -0.02 -0.16
F -0.2877 3.4155 0.8312 0.24 -0.12 0.01
F -2.5044 3.0018 0.4360 -0.07 -0.03 0.01
F -1.8450 3.9836 2.4128 -0.02 0.09 0.17
C 4.5774 -0.4046 3.2823 -0.02 0.00 0.01
Ge 5.2273 0.2324 1.5616 0.03 -0.04 0.01
C 6.4777 -1.0400 0.7750 0.00 0.02 0.00
C 6.0368 2.0115 1.6082 -0.01 -0.01 -0.02
C 3.7521 0.2495 0.2062 -0.12 -0.04 -0.09
Se 2.0995 1.2113 0.5086 0.11 -0.01 0.07
C 2.2593 2.5381 -0.8877 -0.03 0.01 0.13
H 5.0801 0.1254 4.0914 0.00 0.01 0.00
H 4.7970 -1.4675 3.3809 0.01 0.00 -0.01
H 3.5025 -0.2778 3.3962 0.07 -0.01 -0.01
H 7.3650 -1.1189 1.4041 0.00 0.00 0.00
H 6.7934 -0.7182 -0.2174 0.00 -0.01 0.00
H 6.0283 -2.0298 0.6972 -0.01 0.00 0.00
H 6.5249 2.1689 2.5702 0.00 0.00 0.00
H 5.3129 2.8124 1.4668 -0.01 0.01 0.01
H 6.7932 2.0903 0.8271 -0.01 0.01 -0.01
H 3.4136 -0.7761 0.0453 -0.03 -0.01 0.04
H 4.1445 0.6330 -0.7361 0.01 0.01 0.00
H 3.2518 2.9800 -0.8695 -0.01 0.02 0.00
H 1.4645 3.2579 -0.7168 -0.07 0.04 0.01
H 2.0852 1.9825 -1.8081 -0.01 0.01 0.00
```
Positions in Å, forces in eV/Å.

***

# 3
Computed, not measured: a molecular structure, C8H12NO5, with ωB97M-V with the def2-TZVPD basis set.

As for the net charge: -1.

Geometry as XYZ:
```
26
Properties=species:S:1:pos:R:3:forces:R:3
C -2.9080 1.1080 -0.2684 -1.29 -1.03 -0.30
C -0.9295 -2.8184 0.0856 1.11 -0.66 -0.14
C -2.1494 1.2710 -1.5906 -1.94 -0.55 1.10
C 1.6784 -0.3891 1.8324 -1.60 2.04 -0.60
C 1.7202 1.4398 0.0349 -0.96 -1.55 -1.95
C 1.6188 -0.9377 -0.5663 -1.02 -0.63 -2.35
C -0.3611 0.0981 0.6209 0.57 0.79 -0.77
C 1.1521 0.0438 0.4602 -0.25 1.98 1.33
N -0.8630 1.2914 0.7976 1.56 0.80 -0.13
O -0.1305 -3.3415 0.7565 1.10 -0.16 1.84
O -1.6628 -2.8657 -0.7995 -2.27 0.26 -1.97
O -1.0093 -0.9510 0.4753 -1.37 -1.04 0.27
O -4.1101 0.9120 -0.1688 0.60 0.36 -0.81
O -2.2578 1.2705 0.8608 -0.25 -0.20 0.97
H -1.2671 0.7065 -1.6560 1.16 -0.67 0.13
H -1.9322 2.3050 -1.5426 0.48 1.24 -0.70
H -2.8215 0.9635 -2.3844 -0.11 0.37 -0.10
H 1.4632 0.2564 2.6869 -0.36 0.00 -0.31
H 1.3314 -1.3446 1.9343 -1.02 -2.59 0.98
H 2.6756 -0.4401 1.7043 3.80 -0.23 -0.01
H 2.6832 1.1619 -0.4182 0.33 0.77 0.62
H 1.7287 2.2061 0.8177 -0.04 -0.19 -0.51
H 1.0917 1.6618 -0.8995 0.77 0.57 1.54
H 1.3280 -0.6717 -1.6194 -0.02 0.34 0.82
H 2.6823 -0.9783 -0.6307 1.01 -0.05 0.35
H 1.2485 -1.9577 -0.5231 0.04 0.02 0.70
```
Positions in Å, forces in eV/Å.

***

# 4
Computed, not measured: 11 unconnected molecules or ions with the total composition C16H54N6O11, with ωB97M-V with the def2-TZVPD basis set.

Geometry as XYZ:
```
87
Properties=species:S:1:pos:R:3:forces:R:3
C 2.4848 0.0315 -4.1775 -0.20 -0.69 1.35
C 3.3053 -0.7474 -3.1150 -0.90 2.08 1.31
O 3.0862 -2.1103 -3.0599 -1.47 -1.47 -0.26
H 1.4673 -0.3672 -4.1556 -0.14 0.41 0.15
H 2.7958 -0.1560 -5.1854 0.64 0.00 -0.52
H 2.5089 1.1036 -3.9411 -0.07 -0.30 -0.19
H 3.0905 -0.4039 -2.0598 -0.01 0.45 -1.12
H 4.3328 -0.5305 -3.2250 1.28 -0.11 -0.36
H 2.1549 -2.1717 -2.7417 1.15 -0.38 -0.31
C -1.6903 0.5288 3.1051 -0.73 -0.90 0.42
C -0.8475 -0.6987 3.5387 -4.75 0.93 0.40
O 0.0890 -0.2641 4.4042 2.75 -0.32 2.32
H -1.9788 1.0675 3.9841 -0.17 0.12 1.04
H -2.6673 0.2595 2.6643 0.80 -0.11 -0.15
H -1.2021 1.3099 2.5557 0.66 -0.12 -0.88
H -0.4377 -1.2014 2.7331 0.71 -1.16 -1.84
H -1.5388 -1.3725 4.1362 0.43 0.36 -1.07
H 0.4911 -1.0864 4.7526 0.14 0.93 0.05
C -1.5369 -3.9780 2.7062 0.10 0.08 0.71
C -2.0703 -3.0698 1.6001 -1.05 -0.29 -0.26
O -1.0800 -2.5932 0.6448 -0.23 -0.78 2.39
H -1.0741 -4.9177 2.3996 0.03 0.25 -0.47
H -2.2913 -4.2818 3.4761 0.14 0.53 -0.89
H -0.8047 -3.4102 3.2660 0.46 -0.05 0.20
H -2.6252 -2.2093 2.0785 0.65 -0.64 -0.51
H -2.8313 -3.6635 1.0525 0.27 0.45 0.07
H -1.5583 -2.5603 -0.1786 -0.23 0.32 -1.15
C -3.7648 1.6074 0.7819 0.31 2.55 -0.35
C -3.0124 2.9790 1.0751 -1.98 -1.99 0.41
O -3.9162 4.0457 1.0147 -0.32 1.00 -0.70
H -4.3512 1.7047 -0.1188 -0.26 0.26 -0.45
H -4.4617 1.3739 1.5622 -0.07 -0.34 0.58
H -3.0356 0.8824 0.5708 0.82 -1.37 0.14
H -2.2313 3.1026 0.3569 0.91 0.05 -0.12
H -2.7051 2.9628 2.1097 0.81 -0.14 0.09
H -3.7628 4.4826 0.1686 -0.36 0.10 0.24
C 2.7958 -2.0818 2.4162 -0.96 2.40 0.03
C 2.7688 -2.1845 0.8844 0.27 -0.66 0.96
O 1.9093 -3.2101 0.5540 0.08 -1.39 -1.03
H 3.3118 -2.9162 2.9567 -0.68 0.77 -0.62
H 1.6863 -1.8968 2.7386 1.94 -0.70 -0.19
H 3.2824 -1.0780 2.5897 -0.11 -1.01 0.53
H 3.7229 -2.5009 0.5292 0.95 0.11 -0.36
H 2.4593 -1.2905 0.3424 0.22 0.55 0.38
H 1.0710 -2.9006 0.8399 -1.86 -0.06 0.12
C 2.1198 2.3252 2.7187 -6.64 1.15 -2.60
O 1.1135 2.6545 1.8431 4.35 -1.87 3.39
N 2.0060 1.5653 3.7836 -1.53 -1.53 0.86
N 3.2799 2.8448 2.6119 6.08 2.68 -1.69
H 1.1886 0.9764 3.8787 -0.25 -0.05 0.16
H 2.5541 1.6527 4.6221 0.30 0.22 -0.32
H 3.4812 3.4764 1.7877 -0.29 -0.94 1.74
H 4.1082 2.4167 3.1243 -1.67 1.11 -1.02
C 3.7858 2.0118 -0.7710 5.62 -0.21 -7.68
O 4.4900 2.0196 -2.0064 -3.87 0.08 6.32
N 2.6148 2.5196 -0.6051 -4.15 2.33 -1.24
N 4.3097 1.4761 0.2881 3.82 -2.09 1.44
H 2.2321 2.9906 -1.4370 0.40 -0.29 0.71
H 2.0988 2.6785 0.2845 0.24 -0.33 -0.23
H 5.3065 1.1919 0.2982 -1.29 0.27 -0.56
H 3.9183 1.5761 1.1827 -0.69 -0.02 0.70
C -1.3102 -1.0591 -4.2640 -4.36 2.33 -5.68
O -2.1845 -0.9949 -5.3499 4.08 -0.26 5.33
N -0.9941 -0.0907 -3.4746 1.22 1.63 1.99
N -0.7652 -2.1676 -3.9331 2.67 -5.42 1.13
H -1.6051 0.6631 -3.6107 -0.44 1.73 -0.05
H -0.2453 -0.0795 -2.7228 -1.19 -0.11 -1.31
H -0.9213 -2.8060 -4.6629 0.10 -1.62 -0.60
H -0.1135 -2.4534 -3.1464 -1.19 1.14 -1.61
C -0.1096 0.3530 -0.1192 1.85 1.36 0.74
O 0.7748 0.3331 -1.2913 -1.23 -0.09 1.04
H 0.4459 -0.0874 0.7314 -0.53 -0.35 -0.40
H -1.0549 -0.1147 -0.2926 -0.26 -0.55 -0.40
H -0.2613 1.3942 0.2489 -0.11 -0.46 -0.59
H 1.4528 0.9937 -1.0831 0.13 -0.15 -0.31
C -1.9060 2.6517 -2.4135 -2.13 -2.25 -1.07
O -2.2671 2.1535 -3.7440 1.35 1.08 0.71
H -0.9772 2.2620 -2.0643 0.72 -0.49 -0.23
H -2.7115 2.2679 -1.8008 0.07 0.03 0.83
H -1.9132 3.6810 -2.3565 0.15 2.37 -0.15
H -3.1759 2.3640 -3.9169 -0.63 0.18 -0.08
C -3.6747 -1.4230 -1.6879 0.86 0.31 -2.44
O -2.3844 -2.0568 -1.6969 -0.70 0.31 1.22
H -4.2823 -1.9517 -2.4416 0.08 0.84 -0.14
H -3.6428 -0.3045 -1.7984 0.19 -1.01 -0.45
H -4.1985 -1.5738 -0.8097 -0.45 -0.67 2.30
H -1.9209 -1.9190 -2.5333 -0.61 -0.14 0.16
```
Positions in Å, forces in eV/Å.

***

| no. | LUMO (eV) |
| --- | --- |
| 1 | -3.29 |
| 2 | -2.32 |
| 3 | 3.37 |
| 4 | -0.22 |